1.
{
  "formula": "C19H29NO5P2SeTi",
  "method": "wB97M-V/def2-TZVPD",
  "de_lowest_kcal_mol": 40.7,
  "lumo_ev": [-0.3, -0.3],
  "multiplicity": 3,
  "charge": 0,
  "max_force_ev_per_a": 3.65,
  "s_squared": 2.031,
  "symbols": ["H", "C", "C", "H", "C", "C", "C", "H", "H", "H", "O", "C", "H", "H", "P", "Se", "O", "H", "H", "H", "C", "C", "Ti", "H", "C", "H", "N", "H", "H", "C", "O", "C", "O", "O", "C", "H", "H", "H", "H", "H", "H", "H", "H", "H", "H", "C", "C", "C", "P", "C", "H", "H", "H", "C", "C", "H", "C", "H"],
  "positions_angstrom": [[-0.159, -3.414, -3.798], [-0.381, 3.552, 0.657], [-1.567, -2.060, 2.936], [0.735, -4.566, -5.772], [2.334, -3.164, -6.076], [-3.475, -0.509, 1.554], [0.717, -3.035, -4.306], [-3.618, -2.558, 0.904], [-2.440, 1.427, -0.988], [-0.377, 4.242, 1.487], [2.092, -0.208, 0.054], [-1.513, 1.918, -0.700], [-1.484, -3.701, -0.266], [-2.902, -3.736, -1.354], [-1.676, -0.457, 2.039], [1.917, 0.286, 1.608], [0.479, 1.075, 1.459], [-0.617, -2.066, 3.470], [-1.579, -2.890, 2.233], [3.834, -1.634, -6.097], [0.803, -1.265, -2.694], [-1.510, 2.805, 0.379], [-0.043, -0.220, 0.032], [-0.718, 0.673, 3.920], [1.218, -3.668, -5.414], [2.966, -0.474, -4.107], [0.216, -0.828, -1.770], [-2.401, -0.930, -3.127], [-4.610, -1.446, -0.058], [0.752, 2.577, -1.232], [1.582, -1.035, 2.489], [0.763, 3.409, -0.123], [3.096, 1.143, 2.184], [0.408, -2.302, 0.572], [-3.145, -1.035, -2.338], [-1.290, -3.299, -1.970], [-3.747, 0.484, 1.186], [-2.403, 2.927, 0.980], [-3.678, -0.092, -2.235], [-4.101, -0.734, 2.422], [-2.395, -2.150, 3.640], [1.622, 2.513, -1.874], [-0.472, 1.348, -2.509], [0.835, -1.956, 1.422], [-3.848, -1.820, -2.613], [-1.966, -3.232, -1.119], [-0.395, 1.854, -1.549], [1.335, -1.859, -3.812], [-2.250, -1.448, -0.772], [2.959, -2.018, -5.591], [-2.435, 0.297, 4.235], [2.711, -3.656, -6.959], [1.173, -2.535, 0.018], [-3.654, -1.560, 0.460], [2.482, -1.365, -4.480], [-1.974, 1.663, 3.183], [-1.720, 0.654, 3.494], [1.656, 3.962, 0.125]],
  "forces_ev_per_a": [[0.002, -0.076, -0.022], [-0.077, 0.000, -0.097], [0.041, 0.176, -0.211], [-0.024, -0.029, -0.050], [-0.033, 0.121, 0.177], [0.324, 0.042, 0.068], [0.007, 0.561, 0.431], [-0.062, 0.014, -0.079], [0.189, 0.070, 0.064], [-0.004, 0.013, 0.096], [0.178, -0.068, -0.952], [-0.129, 0.374, -0.361], [0.005, -0.021, 0.025], [-0.031, -0.015, -0.031], [-1.172, -0.352, 0.860], [1.585, -0.068, 1.203], [0.017, 0.987, 0.566], [0.030, -0.086, 0.017], [0.037, -0.091, 0.024], [0.016, 0.035, -0.009], [-1.499, 0.955, 1.726], [0.020, 0.145, -0.061], [-2.883, -0.117, -0.244], [-0.014, 0.029, 0.037], [0.154, -0.143, -0.354], [0.049, 0.029, 0.027], [1.955, -1.282, -2.801], [-0.010, 0.036, -0.106], [0.033, -0.107, 0.038], [0.036, 0.299, 0.045], [-0.308, -0.922, 0.598], [-0.064, 0.003, -0.213], [1.190, 1.094, 0.526], [0.285, -0.292, 0.128], [0.342, 0.153, 0.307], [0.015, -0.105, -0.029], [-0.006, 0.023, 0.014], [0.017, -0.054, 0.015], [-0.040, 0.065, -0.046], [0.005, 0.072, -0.004], [-0.002, -0.042, 0.044], [-0.012, -0.023, 0.062], [0.059, 0.039, 0.354], [0.274, -0.372, 0.163], [-0.039, -0.024, 0.052], [0.105, 0.277, 0.103], [-0.410, 0.168, -0.131], [0.851, -0.945, -1.667], [-0.987, -0.690, -0.218], [0.081, -0.223, -0.306], [-0.032, -0.021, -0.028], [0.049, -0.053, -0.030], [-0.198, 0.115, 0.203], [0.253, 0.106, -0.157], [-0.516, 0.047, 0.545], [-0.010, 0.132, 0.001], [0.281, -0.003, -0.339], [0.078, 0.042, 0.022]],
  "mulliken_spin": [0.019, 0.007, 0.006, -0.003, 0.117, 0.003, 0.100, -0.002, -0.011, 0.001, 0.000, 0.001, -0.001, 0.000, 0.024, 0.026, -0.012, 0.001, 0.000, -0.002, 0.235, 0.032, 1.376, 0.000, -0.052, 0.009, -0.038, 0.000, -0.001, 0.003, 0.000, 0.022, 0.005, -0.020, 0.003, 0.004, 0.001, 0.004, 0.001, -0.001, 0.000, -0.001, 0.017, 0.006, 0.000, 0.009, 0.051, -0.025, 0.007, -0.055, 0.000, 0.010, 0.008, 0.001, 0.107, -0.001, 0.009, 0.000]
}

=====

2.
{
  "formula": "C19H30B2IN2O10P",
  "method": "wB97M-V/def2-TZVPD",
  "de_lowest_kcal_mol": 0.0,
  "lumo_ev": -0.5,
  "charge": 0,
  "max_force_ev_per_a": 0.87,
  "smiles": "CCOB(O)N1C(=O)c2c(I)c(B(N)O)c(C)c(P(=O)(O)O)c2C1=O.C1CCOC1.C1CCOC1",
  "symbols": ["C", "H", "C", "H", "B", "C", "C", "H", "H", "H", "N", "H", "O", "H", "H", "H", "C", "C", "O", "H", "H", "C", "H", "H", "H", "C", "O", "H", "O", "H", "H", "H", "H", "H", "H", "H", "O", "H", "H", "B", "C", "H", "H", "C", "I", "H", "C", "C", "N", "H", "C", "C", "P", "H", "O", "O", "C", "C", "C", "C", "O", "H", "C", "O", "O"],
  "positions_angstrom": [[2.839, -4.269, 2.048], [2.240, -4.653, 1.215], [-0.755, 1.445, 0.925], [-4.960, 4.671, 0.574], [-2.319, 3.057, -0.187], [2.029, -4.244, 3.339], [0.339, 1.264, -0.070], [-0.353, -1.591, -3.400], [2.696, -4.279, 4.204], [-3.011, -4.520, 2.235], [-1.968, 1.647, 0.176], [5.294, 2.814, -1.241], [4.679, 2.511, -0.566], [3.837, 1.189, -3.276], [-2.464, -1.194, 3.308], [3.749, -4.865, 2.123], [-3.260, -2.702, 1.024], [1.920, 0.937, -2.316], [-1.489, 1.506, -4.109], [1.330, -5.075, 3.413], [-3.477, -2.987, -0.004], [-4.163, 5.570, -1.217], [2.078, -1.205, 2.016], [-4.305, 4.927, -2.082], [4.425, -0.567, -1.628], [-4.011, 4.739, 0.049], [-0.709, 1.365, 2.118], [1.015, -2.490, 4.210], [-2.565, 0.265, -1.626], [-1.590, -1.462, 0.411], [-5.029, 6.224, -1.124], [-1.695, -4.210, 1.087], [-2.943, -0.516, 1.044], [2.964, -0.220, -3.813], [-0.824, -1.158, 2.645], [-3.297, 6.208, -1.379], [-0.993, -0.986, -3.792], [5.145, -0.317, -0.215], [-4.207, -2.550, 1.544], [4.101, 1.310, -0.901], [-0.236, 0.966, -1.286], [3.117, -1.619, 3.382], [0.478, -2.942, 2.591], [1.709, 1.378, 0.053], [2.561, 1.729, 1.918], [1.168, -0.253, -5.193], [-1.729, 0.882, -1.045], [2.839, 0.822, -3.509], [4.939, 0.135, -1.104], [-3.299, 5.206, 0.727], [-1.806, -1.620, 2.543], [0.523, 0.805, -2.438], [-0.442, 0.502, -3.948], [2.484, 1.408, -4.349], [-1.318, 3.965, -0.495], [-3.625, 3.382, -0.220], [-2.398, -1.449, 1.152], [2.515, 1.212, -1.063], [2.445, -2.034, 2.620], [1.347, -2.879, 3.249], [0.521, 0.460, -5.216], [-1.174, 4.035, -1.444], [-2.416, -3.737, 1.763], [3.196, -2.912, 1.774], [-1.695, -3.029, 2.776]],
  "forces_ev_per_a": [[-0.069, 0.012, 0.013], [-0.011, -0.027, 0.012], [-0.245, 0.416, -0.102], [-0.055, -0.126, -0.003], [-0.495, 0.060, 0.032], [0.053, 0.065, 0.055], [0.144, -0.132, 0.140], [-0.106, -0.137, 0.092], [0.016, -0.017, -0.002], [0.010, -0.004, 0.026], [0.199, -0.629, -0.295], [0.499, -0.143, 0.316], [-0.583, 0.258, -0.321], [0.040, -0.019, 0.048], [0.025, 0.057, -0.030], [0.022, 0.014, -0.015], [0.029, 0.012, 0.121], [-0.031, 0.161, 0.187], [0.164, -0.041, -0.100], [-0.032, 0.005, -0.012], [0.024, 0.007, -0.019], [0.027, 0.134, 0.182], [-0.092, -0.035, -0.024], [-0.059, -0.040, -0.047], [0.069, -0.150, 0.108], [-0.271, 0.174, -0.362], [0.068, 0.329, -0.084], [-0.025, -0.012, 0.014], [0.187, 0.303, -0.057], [-0.053, -0.057, -0.056], [-0.051, 0.029, -0.076], [-0.020, -0.034, -0.031], [-0.066, -0.033, -0.018], [-0.031, -0.037, -0.125], [-0.004, -0.044, 0.051], [0.107, -0.089, -0.128], [0.254, -0.044, -0.100], [0.571, 0.217, -0.047], [-0.012, -0.004, -0.010], [0.301, -0.244, 0.034], [-0.115, -0.201, -0.056], [-0.009, 0.020, 0.002], [0.159, -0.021, 0.130], [-0.123, -0.211, 0.312], [0.119, 0.167, 0.087], [0.004, -0.051, -0.169], [-0.112, 0.236, 0.093], [0.135, 0.090, 0.104], [-0.864, -0.059, -0.103], [0.109, -0.061, 0.037], [-0.133, 0.068, 0.213], [0.275, -0.353, -0.175], [-0.619, 0.450, 0.115], [-0.049, -0.040, -0.086], [0.077, -0.218, 0.182], [0.209, -0.023, 0.594], [0.157, -0.121, 0.088], [0.038, 0.086, -0.363], [0.119, -0.103, 0.097], [0.073, -0.025, -0.254], [0.157, -0.030, 0.097], [0.072, 0.208, -0.007], [0.060, 0.032, -0.065], [0.028, 0.010, -0.055], [-0.269, -0.003, -0.185]],
  "nbo_charge": [-0.065, 0.159, 0.698, 0.187, 1.265, -0.429, -0.114, 0.500, 0.199, 0.184, -0.787, 0.509, -0.911, 0.224, 0.173, 0.181, -0.429, 0.146, -1.065, 0.219, 0.220, -0.644, 0.178, 0.228, 0.371, -0.058, -0.501, 0.221, -0.469, 0.184, 0.216, 0.157, 0.244, 0.208, 0.189, 0.210, -0.965, 0.413, 0.205, 1.098, -0.111, 0.161, 0.229, -0.101, 0.237, 0.499, 0.703, -0.667, -1.118, 0.180, -0.071, -0.479, 2.365, 0.250, -0.943, -0.688, -0.438, -0.427, -0.068, -0.442, -0.971, 0.516, -0.065, -0.551, -0.549]
}